Molecular formula: C9H8N2
Method: DFT, ωB97M-V/def2-TZVPD

Results
E_HOMO = -8.708 eV
Energy relative to the best compared isomer or geometry (same formula, charge and spin) = 59.57 kcal/mol
Kohn-Sham gap = 8.8 eV
SMILES = Cc1cnnc2ccccc12

XYZ file:
```
19
Properties=species:S:1:pos:R:3:nbo_charge:R:1
N -1.55 -2.24 -0.12 -0.187
N -0.32 -2.38 -0.07 -0.176
C -0.08 0.07 -0.20 -0.125
C 0.45 -1.22 0.02 0.137
C 0.86 1.04 -0.25 -0.191
C 1.85 -1.54 0.15 -0.175
C -1.42 0.19 -0.06 0.026
C 2.70 -0.47 0.03 -0.198
C -2.11 -1.04 -0.11 -0.042
C 2.15 0.85 -0.13 -0.182
C -2.03 1.57 0.15 -0.658
H 2.16 -2.56 0.16 0.237
H -1.25 2.20 0.84 0.233
H 0.49 2.05 -0.19 0.205
H -2.13 1.97 -0.93 0.240
H -3.17 -1.01 0.03 0.193
H -3.12 1.51 0.63 0.240
H 3.72 -0.64 0.00 0.209
H 2.80 1.65 0.04 0.213
```